Density functional theory data (ωB97M-V/def2-TZVPD) for a molecular structure, C16H27MnN7SeSi in a non-equilibrium geometry.

```
53
Properties=species:S:1:pos:R:3:mulliken_spin:R:1
Se -1.192 3.404 1.979 -0.004
Mn -0.187 0.267 0.221 1.046
Si 0.191 -3.132 -0.743 0.001
N -0.140 -1.610 0.097 0.008
N -0.364 2.143 0.911 0.010
N 2.182 0.198 0.457 -0.005
N 5.457 0.383 -1.459 0.000
N -1.370 4.502 0.622 -0.023
N 0.104 1.892 -1.354 0.002
N -2.100 -0.472 0.171 0.009
C -0.861 3.984 -0.490 0.005
C -0.343 2.656 -0.344 -0.017
C 1.988 -2.863 -1.326 -0.001
C 4.533 0.116 -0.320 0.001
C -3.219 -2.161 2.035 -0.010
C 3.095 0.599 -0.608 0.004
C 0.114 2.463 -2.573 -0.005
C -1.891 -2.326 1.694 0.024
C 0.051 -4.689 0.345 0.000
C -3.380 -0.309 0.506 -0.016
C -0.800 4.553 -1.768 -0.008
C -3.979 -1.175 1.420 0.024
C -1.363 -1.495 0.697 -0.051
C -1.032 -3.033 -2.206 0.000
C -4.160 0.765 -0.171 -0.001
C -0.304 3.766 -2.798 0.006
H 0.477 1.850 -3.382 -0.001
H 2.394 0.701 1.319 0.002
H -5.031 -1.070 1.636 0.001
H -5.071 0.341 -0.591 0.000
H 0.499 -5.534 -0.169 0.000
H -0.982 -4.957 0.548 0.000
H -1.273 -3.085 2.141 0.002
H -0.674 -3.554 -3.087 0.000
H 0.565 -4.592 1.298 0.000
H 5.124 -0.087 -2.313 0.000
H 2.279 -3.700 -1.946 -0.001
H -3.573 1.225 -0.963 0.000
H -1.998 -3.460 -1.947 0.000
H -1.147 5.561 -1.926 0.000
H 2.694 -2.813 -0.505 0.000
H 4.928 0.607 0.572 0.000
H 2.068 -1.963 -1.925 -0.001
H 6.405 0.036 -1.250 0.000
H 3.058 1.685 -0.707 0.001
H -0.241 4.169 -3.796 0.000
H 5.520 1.393 -1.650 0.000
H 2.285 -0.804 0.631 0.001
H 2.733 0.158 -1.540 -0.002
H 4.516 -0.961 -0.142 0.000
H -1.196 -1.988 -2.474 0.000
H -4.457 1.531 0.543 -0.001
H -3.675 -2.813 2.765 -0.001
```

Summary:
* spin multiplicity: 2
* DFT total energy: -131990.143 eV
* ⟨S²⟩: 0.7883
* net charge: +2
* frontier orbital gap (spin up / spin down): 5.43 / 5.60 eV
* HOMO level (spin up / spin down): -12.61 / -12.81 eV

***

Density functional theory data (ωB97M-V/def2-TZVPD) for C7H12N2O5 in the gas phase in a non-equilibrium geometry.

```
26
Properties=species:S:1:pos:R:3:mulliken_charge:R:1
O -1.405 -0.956 -1.429 -0.690
O 1.970 -1.053 4.316 -0.566
O 0.233 -2.099 3.351 -0.427
O 1.824 -1.872 -0.912 -0.601
O 1.427 -0.299 -2.460 -0.442
N -0.312 0.914 -0.811 -0.092
N -2.299 2.553 -1.614 -0.586
C 0.813 0.231 -0.233 -0.199
C 1.360 -0.798 -1.221 0.424
C 1.330 -1.289 3.327 0.360
C -1.329 0.284 -1.390 0.367
C 0.464 -0.396 1.117 -0.624
C 1.685 -0.855 1.901 -0.437
C -2.386 1.164 -2.085 -0.435
H -2.729 3.153 -2.307 0.220
H -3.323 0.633 -1.926 0.314
H 2.435 -0.086 2.019 0.334
H -0.318 1.937 -0.932 0.355
H -0.150 -1.278 0.927 0.295
H 1.627 0.942 -0.049 0.572
H -0.075 0.387 1.693 0.351
H 0.075 -2.351 4.269 0.336
H -2.133 1.112 -3.142 0.307
H 1.816 -0.958 -3.052 0.356
H -2.732 2.692 -0.694 0.200
H 2.130 -1.712 1.336 0.308
```

Summary:
* DFT total energy: -20672.832 eV
* SMILES string: NCC(=O)N[C@@H](CCC(=O)O)C(=O)O
* ΔE to the lowest compared entry with this formula, charge and spin: 0.0 kJ/mol
* net charge: 0
* frontier orbital gap: 10.27 eV
* HOMO level: -9.72 eV

***

Density functional theory data (ωB97M-V/def2-TZVPD) for 8 unconnected molecules or ions with the total composition C6H30N2O7 in a non-equilibrium geometry.

```
45
Properties=species:S:1:pos:R:3:mulliken_charge:R:1
O 3.037 -1.266 -2.711 -0.629
O 3.407 -2.741 0.023 -0.624
O 0.233 4.292 0.062 -0.592
O -3.434 0.876 -0.136 -0.706
O 1.004 0.819 2.773 -0.706
O -2.917 3.035 -1.690 -0.703
O -1.709 1.570 1.805 -0.605
N -0.872 -1.195 -2.529 -0.723
N 0.557 -1.707 1.030 0.159
C -0.425 -1.802 -0.132 -1.501
C -0.045 -2.457 2.226 -0.300
C -0.057 -0.851 -1.334 0.718
C 1.044 -2.377 3.337 -1.266
C 0.039 1.747 -2.033 -1.460
C -0.009 0.668 -0.897 1.061
H -2.116 3.487 -1.600 0.270
H -0.744 0.950 -0.126 -0.717
H 3.458 -0.605 -3.292 0.285
H -2.657 0.426 0.414 0.328
H 3.856 -2.387 -0.637 0.251
H 0.836 -1.524 3.990 0.186
H 1.275 0.215 2.058 0.287
H -3.070 2.229 -1.084 0.465
H -1.628 2.142 2.683 0.355
H 1.224 0.219 3.558 0.311
H 1.534 -1.930 0.763 0.224
H -0.507 -2.910 -0.407 0.291
H 0.869 1.577 -2.700 0.340
H 2.008 -2.131 2.828 0.370
H -3.810 1.574 0.485 0.358
H -0.763 -1.676 2.559 0.190
H 1.055 0.844 -0.422 0.169
H -0.492 4.772 0.108 0.292
H 2.942 -2.059 -3.331 0.327
H -0.449 -0.670 -3.376 0.316
H -1.838 -0.864 -2.533 0.302
H -0.040 3.428 0.164 0.305
H 0.127 2.680 -1.390 0.052
H 0.976 -1.145 -1.644 -0.133
H -0.783 1.720 -2.640 0.634
H 0.983 -3.304 3.864 0.367
H 2.687 -3.338 -0.011 0.327
H -1.410 -1.404 0.017 0.452
H -0.647 -3.350 1.975 0.452
H -0.903 1.117 2.208 0.221
```

Summary:
* DFT total energy: -24018.097 eV
* SMILES string: CCNC[C@@H](N)CC.O.O.O.O.O.O.O
* ΔE to the lowest compared entry with this formula, charge and spin: 482.6 kJ/mol
* net charge: 0
* frontier orbital gap: 9.33 eV
* HOMO level: -9.09 eV

***

Density functional theory data (ωB97M-V/def2-TZVPD) for a molecular structure, C34H35BrF6IrN6O5S2SbSe in a non-equilibrium geometry.

```
92
Properties=species:S:1:pos:R:3:mulliken_spin:R:1
Ir -0.667 0.581 0.311 0.155
Sb -1.322 0.623 -2.243 0.031
Br -0.542 6.266 5.339 0.000
Se -2.430 -0.891 0.991 0.773
S -0.468 -3.353 -1.850 0.006
S 1.397 -1.742 -0.569 -0.007
F -0.115 -5.841 -1.122 0.000
F 3.820 -2.718 -0.407 0.000
F 2.478 -3.378 1.163 0.000
F -2.171 -5.155 -1.087 0.000
F -0.794 -4.534 0.465 0.002
F 3.249 -1.352 1.176 0.000
O 0.710 1.879 -0.431 0.019
O -1.431 -2.340 -1.476 -0.010
O 1.869 -0.652 -1.365 0.000
O -0.439 -3.819 -3.194 0.003
O 0.462 -1.341 0.514 -0.027
N 4.925 2.737 3.125 0.000
N 0.545 0.814 2.029 0.004
N -1.789 2.205 0.782 -0.012
N -2.010 -3.080 5.110 0.030
N 4.724 3.465 4.104 0.001
N 0.997 -3.029 -1.332 0.001
C -1.068 -2.612 2.952 0.021
C -2.150 -1.798 2.651 0.022
C 2.931 2.621 -0.017 0.004
C -1.057 -3.233 4.194 -0.009
C 1.695 4.600 5.885 0.000
C -3.175 -1.657 3.579 0.000
C -0.910 -4.824 -0.836 0.003
C -3.026 2.389 0.288 -0.007
C -1.701 3.794 -2.230 -0.001
C 1.093 5.398 4.927 0.000
C 1.762 2.008 0.372 0.001
C 3.976 2.810 0.900 0.001
C 1.680 5.601 3.687 0.000
C 0.412 0.316 3.237 0.005
C 2.718 1.705 2.630 0.001
C -3.045 -2.307 4.800 -0.005
C 2.898 3.981 5.585 0.001
C 2.867 4.954 3.381 0.000
C 3.459 4.120 4.323 0.000
C -1.160 2.612 -3.017 0.000
C 3.854 2.433 2.212 0.003
C 0.060 -0.226 -3.622 -0.001
C -3.179 -0.104 -3.016 -0.003
C -2.088 4.184 2.079 -0.008
C 1.419 0.435 4.208 0.000
C -1.337 3.102 1.674 0.003
C -0.405 -0.043 -5.063 0.000
C -4.430 0.071 -2.164 0.002
C 1.682 1.505 1.698 0.000
C -3.368 4.383 1.578 -0.002
C -4.209 5.550 1.989 0.000
C -3.829 3.439 0.663 -0.008
C 2.839 -2.356 0.396 0.000
C 2.563 1.119 3.907 -0.001
H -5.274 -0.440 -2.630 0.000
H -4.055 -1.062 3.370 0.000
H 1.010 0.268 -3.426 -0.001
H -2.988 -1.158 -3.219 0.000
H -0.086 2.722 -3.181 0.000
H -3.300 0.399 -3.978 0.000
H 1.224 6.271 2.971 0.000
H -2.783 3.741 -2.101 0.000
H -4.315 -0.352 -1.166 -0.002
H -0.232 -3.883 4.463 -0.001
H -3.733 6.123 2.782 0.000
H -1.628 2.550 -4.002 0.000
H 1.243 4.479 6.860 0.000
H 3.330 5.110 2.418 0.000
H -4.817 3.519 0.229 0.001
H 0.186 -1.277 -3.384 0.000
H 0.310 -0.518 -5.735 0.000
H -1.373 -0.510 -5.246 0.000
H -1.488 4.723 -2.762 0.000
H -3.384 1.642 -0.405 0.008
H 3.358 1.207 4.637 0.000
H -0.259 -2.760 2.255 0.001
H -0.511 -0.202 3.457 -0.004
H -1.234 3.866 -1.247 0.000
H -3.816 -2.204 5.554 0.000
H -0.469 1.008 -5.348 0.000
H 3.028 2.961 -1.040 0.000
H -5.187 5.215 2.336 0.000
H -0.342 2.957 2.059 0.005
H 1.271 -0.021 5.176 0.000
H -4.375 6.211 1.137 0.000
H -4.715 1.122 -2.070 0.001
H 3.409 3.383 6.329 0.000
H 4.884 3.309 0.585 0.000
H -1.661 4.868 2.801 0.000
```

Summary:
* spin multiplicity: 2
* DFT total energy: -237737.581 eV
* ⟨S²⟩: 0.7563
* ΔE to the lowest compared entry with this formula, charge and spin: 4.7 kJ/mol
* net charge: +1
* frontier orbital gap (spin up / spin down): 7.30 / 4.97 eV
* HOMO level (spin up / spin down): -10.46 / -10.44 eV

***

Density functional theory data (ωB97M-V/def2-TZVPD) for a molecular structure, C39H63CdP3SSbSi.

```
109
Properties=species:S:1:pos:R:3:mulliken_charge:R:1
Sb 3.469 -0.199 1.760 0.146
Cd 0.728 1.411 0.923 0.493
S 0.568 3.657 1.520 -0.945
P -1.085 -0.344 3.051 0.802
P 0.431 -2.616 -0.912 1.010
P 1.253 1.657 -2.288 0.696
Si -1.235 0.276 -0.260 1.124
C 0.699 -5.010 -2.690 -1.563
C -2.086 -1.439 -0.537 1.000
C -0.525 0.361 4.682 0.895
C -2.146 -3.797 -1.123 -0.677
C 0.296 -2.719 -3.643 -1.576
C -3.015 -1.537 4.898 -1.701
C 4.505 -1.452 3.166 -1.501
C -2.479 1.065 1.011 1.444
C 3.068 3.586 -1.467 -1.256
C -2.150 2.100 -4.566 -0.994
C -0.004 -4.942 0.855 -1.526
C 4.818 -0.562 0.131 -1.243
C -2.908 -2.463 2.589 -1.421
C 2.039 1.163 -3.925 0.370
C 3.163 0.165 -3.628 -1.431
C -3.151 1.520 -3.799 -1.169
C 2.568 2.254 -4.855 -1.672
C -4.299 2.626 1.497 -0.844
C -3.528 -3.814 -1.056 -1.114
C 1.601 3.439 -1.889 1.248
C -4.136 2.431 2.858 -0.880
C -2.100 -1.800 3.704 0.576
C 0.848 -3.717 0.532 1.109
C 0.395 -0.659 5.362 -1.640
C -1.408 -2.630 -0.881 0.238
C -4.202 -2.652 -0.708 -1.073
C -0.533 1.645 -2.793 -0.378
C 0.914 -3.511 -2.481 0.487
C 4.472 1.601 2.345 -1.292
C -0.861 2.143 -4.062 0.055
C -2.835 1.002 -2.554 -0.209
C -3.474 1.962 0.600 -0.409
C 2.328 -4.088 0.436 -1.409
C 0.198 1.700 4.548 -1.607
C -3.158 1.553 3.304 -0.559
C 1.177 4.596 -2.796 -1.594
C -1.543 1.059 -2.001 0.335
C -2.348 0.848 2.415 -0.453
C -3.485 -1.499 -0.442 -0.657
H -1.632 -4.720 -1.350 0.208
H 0.347 -5.390 1.792 0.466
H -1.399 0.514 5.315 0.263
H 3.542 -0.287 -4.553 0.482
H 3.728 3.716 -2.331 0.258
H 3.999 0.675 -3.142 0.381
H -1.054 -4.685 0.987 0.322
H 0.735 -3.011 1.363 -0.423
H 2.832 -0.633 -2.960 0.112
H 1.789 2.927 -5.211 0.320
H 4.432 -1.001 4.157 0.395
H 1.133 -5.612 -1.891 0.268
H 4.684 2.193 1.456 0.346
H 0.135 4.520 -3.106 0.354
H 0.065 -5.708 0.080 0.164
H -2.478 -1.227 5.794 0.322
H -3.676 -1.783 2.212 0.320
H -5.283 -2.651 -0.623 0.388
H 0.343 2.137 5.543 0.483
H 4.713 -1.575 -0.248 0.447
H -2.369 2.511 -5.545 0.406
H -0.357 -5.264 -2.778 0.253
H -0.078 -1.623 5.552 0.346
H 1.016 3.536 -0.967 -0.383
H -3.576 2.190 -0.456 0.334
H -3.629 0.522 -1.996 0.441
H -0.321 2.422 3.919 0.217
H -4.751 2.968 3.571 0.402
H 1.804 4.691 -3.684 0.233
H -4.166 1.456 -4.174 0.411
H 3.332 2.858 -4.363 0.232
H 2.682 -4.529 1.372 0.448
H -3.410 -3.359 2.967 0.557
H -0.082 2.569 -4.681 0.101
H -3.004 1.447 4.372 0.236
H -4.072 -4.729 -1.260 0.400
H 5.405 1.352 2.853 0.490
H -3.555 -2.457 5.145 0.513
H 5.843 -0.406 0.473 0.489
H -2.284 -2.755 1.741 -0.059
H -0.779 -2.912 -3.708 0.282
H 3.413 2.719 -0.902 0.025
H 1.277 -0.838 4.740 0.198
H 0.752 -3.006 -4.595 0.496
H 1.185 1.573 4.097 0.079
H -5.052 3.315 1.133 0.354
H 1.995 -3.333 -2.505 0.466
H -1.333 -2.516 4.007 0.433
H 1.176 -5.316 -3.627 0.481
H 2.936 -3.212 0.221 0.205
H 4.588 0.137 -0.671 0.105
H 3.180 4.454 -0.813 0.426
H 3.032 1.793 -5.734 0.434
H -3.761 -0.776 4.661 0.277
H 5.555 -1.532 2.876 0.444
H 1.245 0.626 -4.448 0.588
H 0.420 -1.641 -3.515 0.235
H 0.739 -0.265 6.323 0.475
H -4.026 -0.614 -0.122 0.466
H 2.502 -4.817 -0.362 0.180
H 1.270 5.530 -2.230 0.456
H 3.829 2.188 3.000 0.343
H 4.057 -2.447 3.199 0.377
```

Summary:
* DFT total energy: -99148.005 eV
* net charge: -1
* frontier orbital gap: 5.67 eV
* HOMO level: -3.20 eV

***

Density functional theory data (ωB97M-V/def2-TZVPD) for 2 unconnected molecules or ions with the total composition C14H14Cl3O2P2 in a non-equilibrium geometry.

```
35
Properties=species:S:1:pos:R:3:mulliken_charge:R:1
Cl 4.562 -1.267 6.038 -0.183
Cl 2.149 -0.062 0.071 -0.151
Cl 4.336 -0.767 2.830 -0.222
P 0.781 0.261 -1.578 0.348
P 1.076 2.329 -2.339 0.368
O -0.134 -3.433 -3.178 -0.472
O 0.506 3.405 -1.309 -0.543
C 2.060 0.519 3.427 0.006
C 1.044 -1.068 -2.928 -0.576
C -1.750 -1.334 -2.912 0.041
C -2.021 0.097 -3.726 -0.211
C 1.067 1.004 4.280 -0.769
C -4.303 -1.293 -1.749 -0.349
C -0.268 -2.099 -3.039 0.389
C 2.245 0.075 6.174 -0.461
C -2.855 -2.056 -1.927 -0.338
C -3.495 0.802 -3.502 -0.450
C 3.243 -0.411 5.324 0.400
C 1.158 0.780 5.653 -0.406
C -4.632 0.120 -2.522 -0.320
C 3.149 -0.191 3.945 0.544
H -5.086 -1.784 -1.031 0.318
H 0.223 1.556 3.874 0.355
H -2.594 -3.047 -1.360 0.329
H 2.308 -0.094 7.247 0.391
H -1.190 0.600 -4.403 0.483
H -0.533 0.267 -0.978 0.275
H 0.300 2.426 -3.558 0.153
H 0.384 1.156 6.319 0.369
H 1.256 -0.536 -3.975 0.399
H 1.961 -1.746 -2.618 0.403
H 1.979 0.696 2.357 0.042
H 2.493 2.632 -2.536 0.202
H -3.745 1.828 -4.016 0.306
H -5.674 0.633 -2.356 0.330
```

Summary:
* DFT total energy: -74967.373 eV
* ΔE to the lowest compared entry with this formula, charge and spin: 890.3 kJ/mol
* net charge: +1
* frontier orbital gap: 5.74 eV
* HOMO level: -11.24 eV

***

Density functional theory data (ωB97M-V/def2-TZVPD) for a gas-phase ion, C5H6N3 (charge +1) in a non-equilibrium geometry.

```
14
Properties=species:S:1:pos:R:3:mulliken_charge:R:1
N -0.645 -0.943 0.861 -0.470
N 1.147 0.534 0.918 -0.511
N -0.486 0.900 -0.831 -0.097
C 1.152 -0.118 2.027 -0.071
C -0.004 -1.052 2.004 -0.161
C -1.076 0.067 -1.831 -0.344
C 0.358 0.014 -1.468 -0.255
C 0.215 -0.038 0.058 0.809
H -0.547 1.954 -0.760 0.376
H -2.023 -0.638 -1.654 0.282
H 2.006 0.068 2.652 0.418
H -1.114 0.609 -2.778 0.312
H 1.331 0.427 -1.937 0.300
H -0.316 -1.785 2.739 0.413
```

Summary:
* DFT total energy: -9741.199 eV
* SMILES string: C1=NC2(N=C1)[C@H]1C[N@H+]12
* ΔE to the lowest compared entry with this formula, charge and spin: 379.8 kJ/mol
* net charge: +1
* frontier orbital gap: 9.78 eV
* HOMO level: -14.94 eV

***

Density functional theory data (ωB97M-V/def2-TZVPD) for C6H9N in the gas phase.

```
16
Properties=species:S:1:pos:R:3:mulliken_charge:R:1
N -1.436 -0.475 0.346 -0.156
C 3.301 0.310 0.131 -0.879
C -0.459 -0.652 -0.633 -0.667
C -2.830 -0.256 0.020 -0.434
C -2.008 0.828 0.651 -0.300
C 0.880 -0.218 -0.483 0.250
C 1.912 0.530 -0.361 -0.173
H -1.716 1.669 0.019 0.232
H 3.534 1.038 0.923 0.280
H 4.025 0.505 -0.674 0.277
H 0.828 -1.429 -0.283 0.143
H -0.750 -1.268 -1.488 0.399
H -3.553 -0.812 0.620 0.241
H -2.128 1.057 1.711 0.240
H 3.502 -0.699 0.534 0.281
H -3.100 -0.130 -1.032 0.266
```

Summary:
* DFT total energy: -7851.670 eV
* ΔE to the lowest compared entry with this formula, charge and spin: 626.1 kJ/mol
* net charge: 0
* frontier orbital gap: 7.30 eV
* HOMO level: -6.90 eV